(1)
{
  "formula": "C32H28N9O5S2Tl",
  "method": "ωB97M-V/def2-TZVPD",
  "orbital_gap_ha": [0.18446, 0.19843],
  "multiplicity": 1,
  "lumo_energy_ev": [-2.4, -2.1],
  "homo_ev": [-7.463, -7.475],
  "symbols": ["Tl", "O", "C", "N", "C", "C", "C", "C", "C", "C", "N", "C", "O", "C", "C", "C", "C", "C", "N", "C", "C", "C", "C", "C", "N", "H", "H", "H", "H", "H", "H", "H", "H", "H", "H", "H", "H", "C", "C", "N", "N", "C", "N", "S", "C", "C", "C", "C", "C", "N", "H", "H", "H", "H", "H", "H", "H", "H", "H", "H", "N", "C", "C", "C", "C", "C", "C", "S", "O", "O", "O", "H", "H", "H", "H", "H", "H"],
  "positions_angstrom": [[0.504, 1.044, 0.344], [-0.747, 4.401, 3.388], [-0.195, 3.513, 2.757], [-0.788, 2.710, 1.829], [-1.926, 3.011, 1.204], [-2.484, 4.314, 1.070], [-3.670, 4.488, 0.425], [-4.363, 3.392, -0.170], [-3.855, 2.137, -0.111], [-2.622, 1.893, 0.576], [-2.041, 0.719, 0.633], [-2.652, -0.495, 0.457], [-3.761, -0.735, 0.898], [-1.870, -1.590, -0.234], [-2.573, -2.728, -0.599], [-1.899, -3.765, -1.222], [-0.540, -3.632, -1.444], [0.079, -2.458, -1.051], [-0.561, -1.451, -0.462], [1.257, 3.202, 3.072], [1.864, 3.932, 4.089], [3.172, 3.641, 4.433], [3.837, 2.639, 3.742], [3.162, 1.982, 2.728], [1.902, 2.253, 2.399], [-1.967, 5.145, 1.523], [-4.105, 5.478, 0.364], [-5.302, 3.575, -0.678], [-4.364, 1.295, -0.561], [-3.638, -2.769, -0.425], [-2.438, -4.638, -1.562], [0.021, -4.404, -1.953], [1.135, -2.296, -1.242], [1.291, 4.699, 4.588], [3.668, 4.188, 5.224], [4.856, 2.368, 3.986], [3.645, 1.208, 2.141], [3.865, -2.899, 0.507], [2.910, -1.762, 0.756], [2.861, -0.679, 0.088], [3.693, -0.492, -0.958], [3.708, 0.670, -1.665], [4.483, 0.625, -2.766], [2.873, 2.048, -1.257], [1.888, -1.929, 1.825], [1.782, -3.118, 2.540], [0.771, -3.256, 3.480], [-0.104, -2.208, 3.689], [0.072, -1.055, 2.938], [1.039, -0.919, 2.040], [4.664, -2.655, -0.186], [3.322, -3.760, 0.113], [4.334, -3.199, 1.443], [4.309, -1.231, -1.255], [5.006, -0.188, -3.048], [4.610, 1.483, -3.272], [2.457, -3.941, 2.357], [0.672, -4.182, 4.033], [-0.909, -2.279, 4.407], [-0.593, -0.203, 3.056], [-0.220, 1.746, -2.374], [-0.935, 0.697, -2.980], [-0.244, -0.338, -3.595], [-0.922, -1.466, -4.038], [-2.293, -1.549, -3.870], [-3.002, -0.486, -3.323], [-2.325, 0.640, -2.881], [-3.183, -3.079, -4.245], [-2.152, -3.996, -4.706], [-4.168, -2.697, -5.237], [-3.755, -3.451, -2.954], [0.703, 1.917, -2.743], [-0.741, 2.599, -2.232], [0.839, -0.271, -3.689], [-0.403, -2.301, -4.493], [-4.079, -0.576, -3.237], [-2.862, 1.470, -2.429]]
}


(2)
{
  "formula": "C32H29AlBBrCaCl3N5O21S",
  "method": "ωB97M-V/def2-TZVPD",
  "orbital_gap_ha": 0.03425,
  "multiplicity": 1,
  "charge": 2,
  "lumo_energy_ev": -9.6,
  "homo_ev": -10.515,
  "symbols": ["O", "N", "O", "C", "C", "C", "C", "O", "C", "C", "C", "C", "C", "C", "C", "C", "C", "N", "S", "N", "C", "H", "H", "H", "H", "H", "H", "H", "H", "H", "C", "C", "O", "N", "C", "H", "H", "H", "H", "H", "H", "H", "Al", "O", "Cl", "O", "O", "O", "Br", "C", "Cl", "Cl", "H", "H", "C", "C", "C", "O", "C", "O", "O", "H", "H", "H", "H", "H", "H", "B", "O", "C", "O", "C", "O", "O", "O", "C", "O", "C", "O", "O", "C", "C", "C", "C", "C", "C", "N", "O", "O", "H", "H", "H", "H", "H", "Ca"],
  "positions_angstrom": [[-0.038, -1.495, 0.501], [0.223, -1.560, -0.646], [1.146, -0.547, -0.963], [2.403, -0.792, -0.347], [2.816, 0.029, 0.796], [1.863, 1.181, 1.272], [2.452, 2.589, 0.799], [1.847, 3.353, 0.083], [3.888, 2.920, 1.392], [3.904, 3.220, 2.911], [5.208, 3.492, 3.551], [6.415, 3.456, 2.710], [6.392, 3.177, 1.209], [5.059, 2.895, 0.554], [4.163, -0.275, 1.434], [5.094, -1.299, 1.002], [4.694, -2.152, -0.187], [5.399, -3.170, -0.785], [4.420, -3.737, -2.010], [3.084, -2.725, -1.907], [3.334, -1.865, -0.834], [0.792, 1.041, 0.983], [1.937, 1.212, 2.408], [2.936, 3.205, 3.479], [5.224, 3.674, 4.650], [7.397, 3.638, 3.228], [7.345, 3.144, 0.607], [4.988, 2.672, -0.547], [4.479, 0.350, 2.316], [6.094, -1.463, 1.492], [-3.056, -2.147, -4.445], [-4.014, -1.166, -3.802], [-4.960, -0.719, -4.402], [-3.785, -0.792, -2.505], [-2.714, -1.207, -1.613], [-3.383, -2.338, -5.472], [-2.044, -1.731, -4.473], [-3.067, -3.091, -3.886], [-4.475, -0.146, -2.161], [-3.164, -1.678, -0.733], [-2.160, -0.314, -1.298], [-2.028, -1.905, -2.083], [-2.388, -4.289, -5.494], [-7.496, -1.616, 0.531], [-6.863, -1.872, -0.723], [-5.986, -0.692, -1.054], [-7.813, -1.996, -1.767], [-6.018, -3.025, -0.642], [8.344, 1.623, 2.014], [2.258, 6.527, 1.878], [2.572, 5.187, 3.005], [2.381, 8.083, 2.691], [2.990, 6.487, 1.074], [1.256, 6.416, 1.472], [2.373, 4.115, -2.587], [1.801, 4.657, -3.877], [1.445, 3.595, -4.881], [1.581, 4.286, -6.117], [2.504, 5.273, -5.915], [3.001, 5.915, -6.779], [2.777, 5.419, -4.585], [1.639, 3.515, -2.053], [3.258, 3.501, -2.779], [2.695, 4.933, -1.941], [0.949, 5.313, -3.666], [0.427, 3.224, -4.756], [2.138, 2.747, -4.881], [-10.607, -5.916, -2.297], [-11.144, -5.601, -3.634], [-11.348, -6.758, -4.265], [-11.782, -6.859, -5.381], [-10.953, -7.879, -3.373], [-11.011, -9.049, -3.636], [-10.516, -7.385, -2.213], [-9.280, -5.293, -2.103], [-9.371, -4.487, -1.053], [-8.459, -3.824, -0.629], [-10.752, -4.537, -0.507], [-11.160, -3.921, 0.442], [-11.481, -5.377, -1.235], [2.745, -1.723, 7.226], [3.023, -0.476, 7.773], [3.984, 0.340, 7.190], [4.656, -0.104, 6.057], [4.389, -1.354, 5.508], [3.429, -2.163, 6.098], [5.653, 0.763, 5.425], [5.877, 1.845, 5.942], [6.203, 0.358, 4.411], [1.990, -2.355, 7.681], [2.489, -0.138, 8.653], [4.193, 1.309, 7.625], [4.914, -1.705, 4.628], [3.210, -3.138, 5.678], [-4.823, 1.167, -0.457]]
}


(3)
{
  "formula": "C32H29BF2IN4O5W",
  "method": "ωB97M-V/def2-TZVPD",
  "orbital_gap_ha": [0.22479, 0.25328],
  "s2": 2.0210,
  "multiplicity": 3,
  "charge": -1,
  "lumo_energy_ev": [1.5, 1.3],
  "homo_ev": [-4.617, -5.579],
  "symbols": ["W", "O", "C", "O", "C", "C", "C", "N", "C", "C", "C", "O", "O", "H", "H", "H", "C", "N", "C", "C", "C", "C", "C", "C", "C", "C", "H", "H", "H", "H", "H", "H", "H", "H", "H", "H", "H", "H", "I", "C", "C", "C", "C", "C", "N", "H", "H", "H", "H", "F", "B", "F", "C", "C", "O", "H", "H", "H", "H", "H", "H", "N", "C", "C", "C", "C", "C", "C", "C", "C", "C", "H", "H", "H", "H"],
  "positions_angstrom": [[-0.040, -0.026, 0.192], [2.583, -4.782, -4.669], [2.033, -5.094, -3.595], [1.779, -6.201, -3.089], [1.597, -3.885, -2.736], [2.015, -2.600, -3.055], [1.620, -1.532, -2.273], [0.823, -1.675, -1.208], [0.390, -2.912, -0.915], [0.763, -4.030, -1.632], [-0.542, -3.000, 0.263], [-0.972, -4.057, 0.663], [-0.821, -1.834, 0.796], [2.640, -2.463, -3.927], [1.923, -0.521, -2.505], [0.404, -5.007, -1.342], [2.446, -2.223, 1.398], [2.093, -0.807, 1.525], [3.310, -0.010, 1.356], [1.573, -0.554, 2.879], [0.941, 0.805, 2.985], [1.040, 1.519, 4.172], [0.348, 2.712, 4.334], [-0.436, 3.184, 3.290], [-0.515, 2.472, 2.099], [0.165, 1.261, 1.906], [3.198, -2.501, 2.149], [2.855, -2.418, 0.408], [1.568, -2.847, 1.549], [4.059, -0.320, 2.097], [3.086, 1.045, 1.492], [3.718, -0.159, 0.358], [2.386, -0.663, 3.613], [0.830, -1.326, 3.098], [1.649, 1.131, 4.983], [0.419, 3.264, 5.264], [-0.994, 4.106, 3.405], [-1.124, 2.871, 1.296], [-2.166, -0.746, 3.304], [-2.944, -0.116, 1.464], [-4.331, -0.198, 1.399], [-5.001, 0.311, 0.309], [-4.261, 0.953, -0.662], [-2.889, 0.979, -0.540], [-2.196, 0.406, 0.468], [-4.861, -0.658, 2.219], [-6.078, 0.230, 0.236], [-4.720, 1.419, -1.522], [-2.310, 1.469, -1.299], [-0.471, 2.836, -1.170], [-0.119, 1.521, -1.339], [-0.203, 1.193, -2.690], [-2.589, -1.767, -4.414], [-2.546, -2.117, -2.940], [-1.854, -1.132, -2.174], [-3.236, -2.460, -4.956], [-1.591, -1.828, -4.852], [-2.972, -0.754, -4.555], [-2.063, -3.089, -2.798], [-3.554, -2.180, -2.525], [-1.204, -0.693, -2.736], [7.870, 3.875, -4.686], [6.964, 3.481, -4.099], [5.824, 2.988, -3.363], [5.672, 1.621, -3.146], [4.577, 1.154, -2.442], [3.622, 2.045, -1.944], [3.791, 3.416, -2.157], [4.882, 3.885, -2.862], [2.481, 1.557, -1.238], [1.501, 1.148, -0.638], [6.410, 0.933, -3.534], [4.455, 0.091, -2.272], [3.054, 4.103, -1.762], [5.018, 4.945, -3.024]]
}


(4)
{
  "formula": "C32H29Cl5GeMoN2O4",
  "method": "ωB97M-V/def2-TZVPD",
  "orbital_gap_ha": [0.21786, 0.24004],
  "s2": 0.8158,
  "multiplicity": 2,
  "charge": 1,
  "lumo_energy_ev": [-5.3, -4.7],
  "homo_ev": [-11.207, -11.209],
  "symbols": ["Mo", "Cl", "C", "C", "Cl", "C", "Cl", "C", "O", "C", "O", "C", "Cl", "C", "C", "C", "C", "C", "C", "Ge", "C", "C", "C", "C", "C", "C", "C", "C", "C", "C", "C", "C", "H", "H", "H", "H", "H", "H", "H", "H", "H", "H", "H", "H", "H", "H", "H", "C", "C", "N", "C", "C", "N", "C", "C", "H", "H", "H", "H", "H", "H", "H", "H", "H", "H", "H", "H", "Cl", "C", "C", "O", "O", "H", "H"],
  "positions_angstrom": [[0.128, -0.355, -0.228], [0.005, 2.556, 5.862], [-0.240, 2.208, 4.202], [-1.121, 2.995, 3.446], [-1.957, 4.296, 4.180], [-1.339, 2.720, 2.095], [-2.438, 3.606, 1.129], [-0.633, 1.672, 1.535], [-0.791, 1.201, 0.265], [0.213, 0.867, 2.285], [0.731, -0.158, 1.584], [0.431, 1.128, 3.629], [1.462, 0.095, 4.524], [-5.022, 1.792, -3.225], [-5.433, 0.506, -2.910], [-4.621, -0.308, -2.133], [-3.392, 0.152, -1.647], [-3.000, 1.450, -1.967], [-3.805, 2.260, -2.756], [-2.434, -1.073, -0.484], [-2.972, -0.894, 1.380], [-4.206, -0.304, 1.663], [-4.612, -0.113, 2.975], [-3.788, -0.495, 4.025], [-2.562, -1.086, 3.759], [-2.161, -1.286, 2.445], [-2.595, -2.887, -1.163], [-2.833, -3.129, -2.518], [-2.960, -4.427, -2.993], [-2.827, -5.499, -2.121], [-2.577, -5.273, -0.773], [-2.468, -3.975, -0.297], [-5.651, 2.428, -3.834], [-6.383, 0.132, -3.268], [-4.959, -1.313, -1.905], [-2.069, 1.856, -1.594], [-3.481, 3.264, -2.997], [-4.852, 0.029, 0.859], [-5.572, 0.343, 3.179], [-4.104, -0.337, 5.047], [-1.917, -1.396, 4.572], [-1.206, -1.772, 2.270], [-2.930, -2.299, -3.209], [-3.162, -4.601, -4.042], [-2.923, -6.512, -2.489], [-2.477, -6.108, -0.093], [-2.290, -3.811, 0.760], [2.523, -0.267, -2.466], [3.955, 0.240, -2.768], [4.608, 0.692, -1.549], [4.625, -0.401, -0.584], [3.184, -0.822, -0.204], [2.206, -0.036, -1.027], [2.394, 1.421, -0.734], [3.871, 1.817, -1.001], [2.441, -1.336, -2.653], [1.769, 0.242, -3.066], [3.930, 1.067, -3.478], [4.553, -0.557, -3.211], [5.171, -0.078, 0.302], [5.170, -1.238, -1.021], [2.964, -0.621, 0.843], [2.992, -1.876, -0.398], [2.121, 1.593, 0.309], [1.702, 1.977, -1.371], [4.352, 2.136, -0.077], [3.917, 2.648, -1.705], [2.091, -4.187, -2.373], [0.448, -3.547, -2.585], [0.262, -2.336, -1.725], [-0.107, -1.218, -2.192], [0.509, -2.376, -0.471], [-0.270, -4.311, -2.288], [0.300, -3.279, -3.627]]
}


The relative energy (zero: lowest compared OMol25 entry of this formula, charge and spin) results, record by record, are as follows: 210.76; 0.00; 241.32; 0.00 kJ/mol.